Here is a molecular structure, C5H10O3Pm at a distorted geometry from the Open Molecules 2025 dataset. Energies are from ωB97M-V/def2-TZVPD.

Geometry (Å):
C 2.677 0.814 0.399
O 1.838 1.778 -0.136
C 2.284 -0.596 -0.039
O 0.896 -0.776 0.284
C 0.025 -1.054 -0.706
C -1.395 -0.952 -0.301
O -1.684 0.444 -0.045
C -3.012 0.710 0.400
Pm -0.024 1.809 -0.213
H 2.682 0.838 1.507
H 3.724 0.962 0.073
H 2.850 -1.363 0.504
H 2.436 -0.715 -1.122
H 0.374 -1.462 -1.656
H -1.597 -1.501 0.634
H -2.054 -1.296 -1.109
H -3.115 1.794 0.512
H -3.726 0.349 -0.351
H -3.178 0.216 1.367

Forces on atoms 1 to 6 (eV/Å):
2.232 -1.789 0.989
2.301 0.080 -0.108
0.879 0.075 -0.416
-0.812 0.584 0.168
0.054 0.461 -0.481
-0.182 -1.156 -0.069

For the HOMO energy (spin up / spin down), the calculation gives -16.47 / -19.30 eV. As for the charge: +2. Its frontier orbital gap (spin up / spin down) is 7.6 / 10.2 eV. Its energy is -1029.88874 Eh. The multiplicity is 6.